# 1
78
Properties=species:S:1:pos:R:3:forces:R:3 method="wB97M-V/def2-TZVPD" smiles="CCCO[C@@]1(P(C)C)OS(=O)(=O)O[C@@]1(S)C[C@@H](O)CN.CN(C)C=O.CN(C)C=O.CN(C)C=O" total_energy_ha=-2783.6038 homo_ev=-8.3
S 0.122 0.803 1.429 0.150 0.355 0.793
S -0.820 0.201 -2.329 -0.271 -0.110 -0.094
P 0.748 -2.422 -0.766 0.852 -1.228 1.324
O 2.484 -0.300 -0.345 -0.251 -0.589 -0.470
O -2.360 -5.035 0.524 -0.253 -0.397 0.135
O -0.253 5.192 -5.631 -0.073 0.068 0.027
O 0.692 -0.622 1.058 -0.296 -0.056 -0.061
O -4.577 -0.688 7.333 -0.003 -0.017 -0.031
O 1.185 1.705 1.709 0.175 -0.025 -0.368
O -0.908 0.700 2.397 -0.299 -0.403 -0.237
O -0.508 1.067 0.011 0.072 0.102 -0.101
O 2.441 3.136 -2.985 -0.211 -0.396 -0.001
N -2.746 0.284 6.409 0.122 0.075 -0.018
N -4.306 -5.379 1.628 -0.152 -0.032 0.079
N 3.642 0.951 -4.354 -0.034 -0.524 0.349
N -0.148 6.068 -3.540 0.002 0.050 0.131
C 1.407 -2.826 -2.428 -0.253 0.774 -0.218
C 1.146 -0.641 -0.342 0.049 0.548 -0.288
C 3.412 -1.260 0.168 0.938 0.437 0.326
C -3.310 -5.747 0.810 0.128 0.013 -0.054
C 0.273 5.259 -4.534 0.107 -0.132 -0.119
C 5.645 -1.291 -1.026 -0.303 -0.364 0.326
C -3.006 -0.314 5.110 -0.063 -0.025 0.101
C -1.055 -2.691 -0.661 0.080 -0.008 -0.588
C -1.588 1.138 6.571 -0.086 -0.092 -0.130
C -4.263 -4.050 2.219 0.094 -0.052 -0.084
C -3.594 0.022 7.420 -0.046 -0.007 0.095
C -5.415 -6.259 1.939 0.057 0.181 0.051
C 0.516 6.102 -2.253 -0.128 0.078 -0.084
C 1.880 1.813 -2.831 0.578 0.383 -0.177
C -1.297 6.922 -3.776 0.063 -0.103 -0.090
C 2.979 0.786 -3.047 0.273 0.260 0.201
C 1.252 1.795 -1.441 -0.155 -0.118 -0.231
C 4.810 -0.627 0.081 0.092 -0.371 -0.971
C 0.408 0.579 -1.034 -0.447 0.515 0.191
H -1.575 -1.832 -0.246 -0.020 0.029 0.059
H -0.181 5.823 -1.458 0.050 0.004 0.051
H 1.149 4.653 -4.257 -0.013 0.011 0.002
H 2.574 -0.217 -2.921 -0.057 -0.035 -0.233
H 3.193 -1.496 1.208 -0.372 -0.094 -0.030
H -0.674 0.584 6.348 0.039 0.051 0.014
H 3.416 -2.170 -0.427 -0.280 -0.122 0.044
H -2.237 -0.008 4.407 0.019 0.028 -0.008
H -4.254 -3.291 1.437 0.000 0.035 0.026
H 3.972 0.038 -4.646 -0.107 -0.010 -0.205
H 6.694 -1.012 -0.971 0.029 0.151 -0.160
H 2.390 -2.360 -2.508 0.071 -0.049 -0.005
H -5.134 -3.907 2.852 -0.020 -0.030 0.005
H -5.294 -7.207 1.419 0.026 -0.004 -0.019
H -1.102 7.595 -4.612 -0.048 0.020 0.000
H 3.700 0.902 -2.228 -0.046 -0.033 0.103
H -3.309 0.522 8.363 0.009 0.005 -0.013
H -0.148 -0.713 -3.038 0.243 0.084 0.105
H -3.983 0.003 4.743 0.001 -0.035 -0.049
H 5.347 -0.729 1.020 -0.109 0.225 0.169
H -1.231 -3.583 -0.058 0.165 0.457 -0.040
H -2.171 6.320 -4.027 -0.031 0.041 -0.008
H -6.357 -5.804 1.627 -0.036 -0.054 0.011
H 1.156 1.716 -3.637 -0.229 -0.025 0.123
H -1.504 7.506 -2.882 0.023 -0.008 0.026
H -3.423 -6.767 0.409 -0.007 -0.001 0.001
H -3.012 -1.401 5.196 -0.022 -0.010 -0.049
H 0.896 7.105 -2.047 0.026 -0.020 0.060
H 5.589 -2.376 -0.913 0.150 -0.048 0.007
H 1.348 5.400 -2.251 -0.010 -0.031 -0.026
H 4.697 0.418 -0.203 -0.003 0.195 0.515
H 0.553 2.632 -1.426 -0.092 -0.006 -0.032
H 4.500 1.468 -4.210 -0.060 0.249 -0.184
H 1.559 -3.901 -2.468 -0.117 -0.084 0.005
H -1.537 1.502 7.595 -0.023 -0.011 0.019
H -3.358 -3.933 2.815 -0.008 0.041 0.014
H -5.456 -6.449 3.013 -0.046 -0.046 -0.004
H 3.368 3.047 -2.762 0.286 0.295 0.095
H 2.007 2.027 -0.693 0.077 -0.200 0.064
H 0.815 -2.500 -3.285 -0.033 -0.120 -0.078
H -1.458 -2.900 -1.654 -0.102 0.192 -0.033
H 5.235 -1.070 -2.012 0.107 0.149 -0.074
H -1.649 1.993 5.895 0.058 0.024 0.019

# 2
21
Properties=species:S:1:pos:R:3:forces:R:3 method="wB97M-V/def2-TZVPD" smiles="CC(C)[C@@]1(C)N=NNN1" total_energy_ha=-416.6220 homo_ev=-8.4
N -1.394 -1.160 0.925 -1.109 0.026 -0.962
N -0.020 -2.201 -0.675 0.252 1.664 -0.874
N -0.667 -3.053 -0.102 -0.364 -1.989 0.711
N -1.512 -2.557 0.790 -0.925 -1.445 0.997
C 0.731 -0.082 0.297 -1.233 1.122 -1.703
C 0.339 1.116 1.153 3.006 0.683 -0.914
C -0.532 -0.853 -0.208 1.235 -0.482 0.057
C 1.731 0.195 -0.885 0.987 2.078 2.855
C -1.346 -0.172 -1.292 0.935 1.859 2.249
H 1.529 -0.600 -1.556 0.787 -0.613 -0.948
H 1.355 1.451 1.518 -1.127 0.029 0.152
H 1.583 1.210 -1.339 -0.103 -0.985 0.186
H -1.423 0.859 -0.782 -0.738 -1.227 -1.444
H -0.006 1.953 0.553 -0.612 0.044 0.184
H -0.254 0.839 1.994 -0.609 0.258 0.534
H 2.810 0.256 -0.370 -2.183 -0.537 -1.616
H -2.117 -3.236 1.294 0.657 1.505 -0.554
H -0.782 -0.097 -2.178 0.726 0.276 -1.211
H 1.271 -0.680 0.970 0.415 -1.571 0.762
H -2.273 -0.664 -1.507 -0.568 -0.089 0.258
H -0.939 -0.850 1.748 0.571 -0.604 1.283

# 3
78
Properties=species:S:1:pos:R:3:forces:R:3 method="wB97M-V/def2-TZVPD" total_energy_ha=-3890.5901 homo_ev=-8.4
Sc -0.035 0.373 -0.548 -0.183 -2.083 -0.035
Cl -2.370 0.608 -0.064 -0.216 0.174 0.123
Cl 0.240 1.460 -2.672 -0.036 0.038 0.275
Cl -0.493 2.447 -5.882 -0.114 0.156 -0.515
Si -0.359 4.368 -5.094 -0.146 0.296 -0.341
O 2.103 -0.045 -0.322 0.728 -0.939 -0.041
O 0.368 2.158 0.635 -0.881 1.165 0.349
O -0.320 -1.589 -0.973 0.927 1.473 0.106
N 3.658 0.264 5.316 -1.882 -0.642 -1.248
N 2.770 -1.765 -1.683 0.280 0.252 0.534
N -0.189 4.229 1.426 0.251 0.018 0.033
N 0.231 -0.526 2.013 0.190 0.142 -0.338
C 2.688 -1.148 -0.502 -0.782 0.509 -0.919
C -2.246 -5.233 1.375 0.076 0.152 0.061
C -1.605 4.272 -3.675 0.402 0.173 0.026
C -1.551 -2.204 -3.668 0.022 0.071 -0.146
C 2.708 -0.063 4.719 1.838 0.624 1.168
C -2.314 -4.215 0.421 0.459 -0.279 0.005
C 3.238 -3.139 -1.775 0.091 -0.130 0.120
C -1.006 -5.615 1.906 0.028 -0.015 -0.138
C 0.486 -1.122 4.721 -0.154 -0.084 -0.254
C 0.168 -4.984 1.479 -0.067 0.255 -0.192
C -0.591 -4.379 -2.842 -0.200 0.655 -0.012
C -0.432 3.131 0.724 0.552 -0.726 -0.212
C 1.366 -0.227 2.651 -0.503 -0.254 0.524
C 1.492 4.663 -4.941 -0.067 -0.147 0.392
C 0.993 4.341 2.270 0.067 0.192 -0.037
C -1.097 -3.157 -2.598 0.506 -0.866 0.221
C -0.876 5.792 -6.230 -0.273 -0.010 -0.209
C -1.004 5.433 1.283 -0.165 -0.222 0.025
C -1.220 -2.621 -1.176 -0.352 0.436 0.070
C -0.367 -4.967 -4.198 0.142 -0.308 -0.460
C -1.129 -3.656 -0.062 -0.144 0.462 -0.366
C -0.748 -1.156 2.663 0.011 -0.120 0.417
C 2.392 -1.142 -2.952 -0.345 -0.031 -0.141
C -0.649 -1.520 4.020 0.140 0.316 -0.516
C 0.104 -3.999 0.489 -0.232 -0.233 0.231
C 1.519 -0.470 4.024 -0.355 -0.149 -0.300
H 3.948 -3.223 -2.609 -0.106 -0.017 0.304
H -1.859 5.206 0.637 0.167 0.117 0.158
H -0.415 6.244 0.829 -0.134 -0.281 0.116
H -0.290 -5.014 -2.005 -0.147 0.186 -0.109
H -1.906 5.722 -6.605 0.182 -0.029 0.149
H -3.259 -3.834 0.018 0.274 -0.378 0.183
H -1.000 -5.850 -4.376 0.107 0.187 0.106
H 3.727 -3.403 -0.831 -0.030 -0.105 -0.241
H 0.683 4.677 3.264 0.044 -0.087 -0.089
H 2.146 0.212 2.042 0.016 0.141 0.132
H 1.996 3.765 -4.562 -0.020 0.292 0.037
H 0.591 -1.302 5.790 -0.017 -0.037 -0.267
H 1.495 3.376 2.340 -0.102 0.163 -0.067
H 2.251 -0.064 -2.834 0.048 -0.359 0.037
H -1.365 5.763 2.266 0.073 -0.078 -0.236
H -0.808 6.725 -5.643 -0.022 -0.309 -0.093
H -2.234 -2.197 -1.141 -0.225 -0.023 0.218
H -3.165 -5.720 1.703 0.276 0.108 0.042
H 3.184 -1.346 -3.687 -0.106 0.084 0.275
H -0.556 -4.264 -5.022 0.103 -0.286 0.330
H -2.610 4.232 -4.129 0.378 -0.009 0.143
H 1.676 5.092 1.856 -0.028 -0.186 0.046
H -1.467 -2.082 4.476 0.343 0.288 -0.022
H 1.900 4.901 -5.938 -0.264 -0.142 0.332
H -1.650 -1.357 2.078 0.298 -0.005 0.178
H -1.437 3.360 -3.080 -0.121 0.444 -0.217
H 0.673 -5.318 -4.293 -0.200 0.068 -0.017
H 3.180 -1.666 0.340 -0.218 0.044 -0.245
H -1.410 3.099 0.227 0.202 0.026 -0.087
H -1.065 -1.221 -3.554 -0.202 -0.256 0.021
H 1.697 5.520 -4.285 0.087 -0.186 -0.062
H 2.401 -3.834 -1.953 0.180 0.334 0.049
H -1.313 -2.599 -4.661 -0.124 0.298 0.191
H 1.457 -1.584 -3.333 0.218 0.170 0.256
H -1.555 5.165 -3.032 -0.057 -0.233 -0.086
H -0.220 5.927 -7.103 -0.110 -0.197 0.298
H 1.144 -5.242 1.898 -0.381 -0.062 -0.019
H -2.643 -2.049 -3.627 0.373 -0.006 0.091
H -0.945 -6.414 2.647 -0.087 0.241 -0.171
H 0.996 -3.465 0.149 -0.283 -0.242 0.076